Molecular formula: C8H12N2OS
Method: DFT, ωB97M-V/def2-TZVPD

Structure (XYZ):
```
24
C8H12N2OS ωB97M-V/def2-TZVPD
C -1.2745 0.0970 2.1156
C -0.2390 0.8412 2.6353
C -1.1544 -0.2810 0.7632
C 0.0081 0.0202 0.1471
C 0.9786 0.7726 0.7061
C -2.1296 -1.2713 0.2536
C -0.7846 -0.4211 -3.1615
C 3.0223 1.9642 0.8376
N 0.8100 1.1979 1.9093
N -0.2420 -1.3409 -2.2718
O 2.1127 1.1421 0.0969
S 1.2402 -2.0589 -2.2875
H -2.2856 -0.1092 2.5178
H -0.4068 1.3682 3.6216
H -2.0389 -1.6517 -0.7369
H -1.9073 -2.1648 0.7733
H -3.1108 -0.9555 0.3972
H -1.9297 -0.3632 -2.8394
H -0.4026 0.6184 -2.9280
H -0.7051 -0.6283 -4.2877
H 2.5732 2.9002 1.3214
H 3.8661 2.1083 0.1280
H 3.2182 1.4026 1.7890
H 0.7816 -3.1870 -1.5003
```

LUMO level (spin up / spin down): -0.3 / -0.1 eV
energy above the lowest of the compared OMol25 structures with the same formula, charge and spin: 155.8 kcal/mol
HOMO (spin up / spin down): -8.4 / -8.2 eV


Molecular formula: C8H12N3
Method: DFT, ωB97M-V/def2-TZVPD

Structure (XYZ):
```
23
C8H12N3 ωB97M-V/def2-TZVPD
C -0.4250 1.3722 -1.4818
C 0.3504 1.6158 -0.4874
C -0.6585 0.5424 1.9938
C -0.6725 0.0118 -1.7870
C 0.8220 0.9493 1.8726
C 0.9780 0.5280 0.3707
C 0.0308 -0.7523 0.3691
C 0.5974 -1.9346 1.1201
N -1.1071 -0.3128 1.2009
N -0.3241 -0.9552 -0.9614
N -1.2377 -0.3281 -3.0061
H -0.9461 2.1818 -2.0108
H 0.6598 2.5431 -0.2267
H -1.2837 1.0695 2.7948
H 0.9380 1.9975 2.0636
H 1.4053 0.4395 2.5595
H 1.9503 0.2530 -0.0758
H -0.2022 -2.6621 1.2697
H 0.9171 -1.4834 2.1214
H 1.4394 -2.4272 0.4998
H -0.7028 -1.8807 -1.1758
H -1.2843 0.4995 -3.6254
H -1.2444 -1.2672 -3.3978
```

LUMO level: -4.2 eV
energy above the lowest of the compared OMol25 structures with the same formula, charge and spin: 23.1 kcal/mol
charge: +1
SMILES: C[C@@]12N=CC[C@@H]1C=CC(=[NH2+])N2
HOMO: -13.7 eV


Molecular formula: C8H12N3
Method: DFT, ωB97M-V/def2-TZVPD

Structure (XYZ):
```
23
C8H12N3 ωB97M-V/def2-TZVPD
C -1.7825 1.0152 -3.0124
C -0.4171 0.4368 -2.9139
C -2.2083 1.2367 -1.7464
C -0.1933 0.3506 -1.5956
C 1.6120 -0.4310 0.2986
C -1.0795 0.8279 0.5814
C -0.6830 -0.6171 1.1378
C 1.1467 -1.4385 2.5150
N -1.1326 0.7437 -0.8319
N 0.8074 -0.7187 1.2808
N 2.8774 -0.2570 0.1996
H -2.2527 1.2889 -3.9945
H 0.2519 0.3084 -3.7079
H -3.1194 1.7633 -1.3157
H -2.0819 1.1661 0.9796
H -0.3669 1.5854 0.7810
H -0.9803 -0.7553 2.1901
H -1.1639 -1.2960 0.5008
H 2.2618 -1.3948 2.7037
H 0.8578 -1.1509 3.4331
H 0.8023 -2.5237 2.2803
H 3.1922 0.1033 -0.7455
H 3.6520 -0.2435 0.9819
```

LUMO level (spin up / spin down): -5.7 / -4.9 eV
energy above the lowest of the compared OMol25 structures with the same formula, charge and spin: 150.5 kcal/mol
charge: +1
HOMO (spin up / spin down): -12.1 / -12.0 eV


Molecular formula: C8H12N4
Method: DFT, ωB97M-V/def2-TZVPD

Structure (XYZ):
```
24
C8H12N4 ωB97M-V/def2-TZVPD
C 0.5566 2.9323 -1.4534
C -0.6321 2.5796 -0.6253
C -1.0036 2.9995 0.6150
C -2.0844 1.1440 0.0667
N -1.3493 1.4506 -0.9756
N -1.9447 2.0833 1.0530
H 1.0425 3.7749 -0.9466
H 0.1907 3.3407 -2.3951
H -0.5770 3.8271 1.1546
H -2.7370 0.2985 0.1606
H -2.7470 2.3376 1.6070
H 1.2136 2.0869 -1.6227
C 1.5421 -0.9121 -0.6326
C -0.2122 -3.9035 0.1423
C 0.9640 -2.1159 0.0250
C 0.9883 -2.4745 1.3677
N 0.2037 -2.9705 -0.6953
N 0.3587 -3.6979 1.3608
H -0.8411 -4.7574 -0.0322
H 0.2194 -4.2813 2.1663
H 1.5653 -1.9982 2.1369
H 1.0792 -0.6455 -1.5811
H 2.5881 -1.0939 -0.8685
H 1.6162 -0.0047 -0.0275
```

LUMO level: 0.9 eV
energy above the lowest of the compared OMol25 structures with the same formula, charge and spin: 22.1 kcal/mol
SMILES: Cc1c[nH]cn1.Cc1c[nH]cn1
HOMO: -8.3 eV